DFT (ωB97M-V/def2-TZVPD) results for a molecular structure, C20H39AlBeBr2Cl6Cs2F7IN6O8PS2 at a distorted geometry.

```
96
Properties=species:S:1:pos:R:3:forces:R:3:mulliken_charge:R:1
N 3.23472 -4.93161 -1.65465 -0.22 -2.80 0.06 -0.69
N 3.34763 -3.56183 -1.83039 0.10 3.72 1.82 0.07
C 3.53709 -2.84627 -0.47617 -1.67 -0.60 -2.05 -0.05
Br 5.22140 -3.50788 0.37447 -0.92 0.75 -0.07 -0.13
C 3.51016 -1.24121 -0.81411 1.30 -0.95 -1.34 -0.23
O 2.18687 -0.93519 -1.37535 0.38 1.03 3.23 -0.13
C 1.35966 -0.12723 -0.46729 -0.81 0.80 -3.59 -0.20
I 1.22254 -0.86831 1.58746 -2.65 -2.11 -1.40 -0.17
C -0.19225 -0.20408 -1.08713 -0.61 -0.77 0.86 -0.54
C -0.40405 -1.53193 -2.05854 0.11 -0.17 -0.12 0.25
C -2.01041 -1.95992 -2.21493 1.69 1.57 -0.04 -0.74
S -2.23368 -3.78680 -1.70125 -1.26 -5.44 -6.38 1.13
O -3.56752 -4.25618 -2.39527 3.92 2.20 3.58 -0.52
O -1.11195 -4.70825 -2.31630 -3.18 3.93 3.48 -0.56
O -2.29360 -3.97192 0.02071 0.83 -0.39 -1.71 -0.46
H 2.71085 -5.36931 -2.44709 0.32 0.81 1.16 0.24
H 2.78759 -5.18961 -0.74463 0.46 0.55 -1.32 0.25
H 4.12594 -3.30068 -2.48550 -0.68 -0.70 1.16 0.27
H 2.64351 -3.21454 0.20775 1.91 1.04 -1.37 0.34
H 4.29235 -1.07915 -1.70150 -1.68 -0.32 1.95 0.31
H 3.86053 -0.54175 0.05510 -0.87 -1.46 -1.55 -0.31
H 1.75521 0.99553 -0.55280 -0.82 -2.34 0.79 0.47
H -0.92210 -0.37796 -0.16172 1.46 0.58 -1.86 0.05
H -0.50991 0.80532 -1.58701 0.81 -1.96 0.60 0.10
H 0.11908 -2.50916 -1.61515 -0.69 2.41 -1.07 0.21
H 0.01429 -1.26581 -3.14383 -0.94 -0.97 2.65 -0.01
H -2.68160 -1.24571 -1.57561 0.88 -1.64 -1.29 0.35
H -2.23667 -1.94196 -3.36990 -0.09 -0.48 2.48 0.35
H -1.81378 -4.84179 0.25841 -0.73 1.32 -0.40 0.30
Cs 3.43248 0.80948 2.52130 2.82 2.14 1.65 1.05
F 3.32736 -3.06491 8.44758 -1.39 1.58 -1.15 -0.47
Al 2.23248 -1.87050 7.66128 -0.01 -0.31 0.80 0.87
F 2.98433 -0.23517 7.72351 -0.88 -1.83 -0.38 -0.48
F 0.65512 -1.83943 8.52989 1.97 0.02 -1.25 -0.47
F 1.96311 -2.34260 5.94427 0.33 0.73 1.56 -0.46
Be -2.56752 -1.99909 0.93273 -0.01 -0.23 0.32 0.37
C 0.38795 0.87937 -5.09151 0.64 -1.23 -0.95 0.57
F 1.09733 0.34205 -4.04760 -0.46 0.65 -0.54 -0.21
F 1.19662 0.75728 -6.19294 -0.92 0.42 1.23 -0.23
F -0.66384 0.02500 -5.30557 0.64 0.84 0.35 -0.23
S -0.15402 2.63967 -4.77523 -0.88 2.89 -0.40 1.11
O 1.08534 3.40179 -4.56996 -0.62 -1.35 -0.04 -0.68
O -1.00018 2.58095 -3.57536 0.77 -0.91 -0.49 -0.63
O -0.88935 3.04781 -5.97996 0.95 -1.24 1.17 -0.65
C -6.07119 -6.38897 -3.54742 -0.92 1.33 1.37 0.54
Cl -7.29578 -6.91589 -2.38023 0.42 0.11 -0.30 -0.05
Cl -5.67023 -7.70430 -4.66477 -0.13 -1.48 -0.42 0.04
Cl -6.63377 -4.96497 -4.43914 0.37 -0.74 0.05 -0.07
H -5.16662 -6.11604 -2.99796 -0.02 -0.14 -0.23 -0.05
O 0.29413 5.01231 2.28353 -1.43 0.12 3.71 -0.86
P -0.26083 6.45158 2.41676 1.83 -0.19 -6.54 0.91
N -1.34911 6.30667 1.14115 -1.41 -0.40 -0.45 0.13
C -1.35479 7.00448 -0.12456 -0.26 0.39 0.38 -0.91
C -2.35649 5.26025 1.18711 0.14 -0.63 0.03 -1.11
N 1.22369 7.14017 1.90074 2.14 1.53 -0.46 0.49
C 1.71735 6.95318 0.54065 -0.90 -0.93 0.87 -2.28
C 2.32925 6.87395 2.83207 -0.24 0.08 0.31 -1.19
N -0.89884 8.10623 2.56993 0.19 -0.46 2.51 -0.03
C -2.15364 8.19710 3.31794 -0.64 -0.04 0.05 -1.13
C -0.08713 9.29012 2.82355 0.41 0.44 0.18 -0.89
H -0.98565 8.03003 -0.03757 0.01 0.10 0.26 0.07
H -2.36981 7.09388 -0.53028 0.09 -0.10 0.11 0.38
H -0.75110 6.47265 -0.86645 0.01 -0.14 -0.20 0.37
H -3.36037 5.69705 1.20139 0.00 0.04 -0.14 0.38
H -2.26597 4.64935 2.09149 0.17 0.15 -0.19 0.34
H -2.27411 4.58615 0.32775 -0.07 -0.02 0.03 0.37
H 1.69591 5.90165 0.22920 0.04 -0.06 -0.17 0.37
H 2.74788 7.31642 0.43278 0.05 -0.08 0.41 0.61
H 1.14408 7.55226 -0.16675 -0.54 -3.21 2.97 0.84
H 2.71975 5.85584 2.72383 -0.06 0.01 0.08 0.32
H 1.99027 6.99792 3.86822 0.06 -0.09 -0.13 0.39
H 3.14848 7.58509 2.67948 -0.14 -0.01 -0.08 0.36
H -2.84465 8.87046 2.80174 0.11 0.05 0.08 0.32
H -1.99705 8.56296 4.33977 -0.01 0.00 -0.15 0.40
H -2.65015 7.22489 3.40142 0.13 0.09 -0.16 0.40
H 0.59606 9.49959 1.99448 0.01 -0.37 0.24 0.18
H 0.48434 9.19116 3.75115 0.10 0.25 -0.11 0.31
H -0.70901 10.18846 2.90739 -0.31 -0.36 0.20 0.41
Br -6.59578 -9.96277 -3.87867 0.47 1.11 -0.33 0.17
Cs 1.50422 8.87647 -1.44449 0.56 3.66 -3.79 1.03
C 9.00750 -3.08505 -0.09244 0.13 -0.15 -0.02 0.03
Cl 8.22222 -4.33596 0.88640 0.39 0.05 -0.07 -0.14
Cl 8.08243 -1.57514 -0.03092 0.23 0.03 -0.09 -0.11
Cl 10.67083 -2.81836 0.45675 -0.27 -0.04 -0.13 -0.12
H 9.03814 -3.42816 -1.12974 -0.03 0.14 0.36 0.30
N -2.38069 -7.77394 0.99807 -0.80 -0.38 -0.47 -0.53
C -3.12202 -8.59740 1.77117 0.59 0.58 -0.30 -0.26
C -4.17290 -9.36402 1.29359 -0.05 0.02 -0.31 -0.41
C -4.48752 -9.28000 -0.05861 0.00 0.01 0.00 -0.22
C -3.74351 -8.43929 -0.88006 -0.14 -0.12 0.26 -0.37
C -2.70862 -7.71474 -0.31090 0.27 0.04 0.83 -0.40
H -2.83979 -8.62579 2.81960 -0.05 -0.02 -0.09 0.38
H -4.73275 -10.01051 1.95983 0.08 0.08 -0.05 0.37
H -5.30548 -9.86490 -0.46909 0.08 0.05 0.05 0.33
H -3.96385 -8.35107 -1.93785 0.08 -0.02 0.03 0.43
H -2.09642 -7.04750 -0.91117 -0.03 -0.08 -0.12 0.72
```
Positions in Å, forces in eV/Å.

Properties
DFT total energy: -12056.3884 a.u.
Charge: +1
HOMO energy: -9.7384 eV
HOMO-LUMO gap: 1.47 eV
ΔE to the lowest compared entry with this formula, charge and spin: 4.0451 eV

DFT (ωB97M-V/def2-TZVPD) results for a molecular structure, C20H39AsF6NO10P2Pt at a distorted geometry.

```
80
Properties=species:S:1:pos:R:3:forces:R:3:mulliken_charge:R:1
Pt 0.44685 0.67610 -1.45010 -0.23 -2.11 1.15 1.79
C -2.94575 0.33046 3.89720 0.00 -0.01 -0.03 -1.10
C -2.31885 1.50737 3.18985 -0.11 0.00 0.09 0.47
C -1.09865 2.06951 3.88312 0.03 -0.01 -0.06 -1.25
O -1.98189 1.16332 1.77587 0.17 0.04 -0.03 -0.46
P -1.27040 -0.06244 1.17054 -0.16 -0.23 -0.11 -0.16
O -1.12593 0.22440 -0.33373 -0.27 0.48 -0.24 -0.23
C 0.30775 -0.35434 1.98354 0.06 0.00 -0.22 -0.80
P 1.43294 -1.31738 0.94925 -0.39 -0.19 0.13 0.31
O 1.25372 -0.89753 -0.49851 0.58 0.54 -0.08 -0.41
O 1.04562 -2.81203 0.96932 0.03 0.03 -0.01 -0.31
C 1.37036 -3.77258 2.05983 0.03 -0.09 0.10 0.59
C 2.10015 -4.92499 1.41611 -0.01 0.02 -0.04 -1.55
C 0.07321 -4.17072 2.72792 -0.01 0.00 -0.04 -1.19
O 2.81609 -1.05821 1.57370 0.00 0.18 0.00 -0.23
C 4.12647 -1.30627 0.88056 0.17 -0.12 -0.18 0.90
C 4.97187 -2.13149 1.81615 -0.06 0.07 0.10 -1.49
C 4.71087 0.04165 0.53859 -0.10 0.06 0.05 -1.27
O -2.06471 -1.37000 1.35449 0.11 -0.02 0.08 0.29
C -3.05366 -1.94840 0.38702 -0.13 -0.01 -0.11 0.62
C -2.31399 -2.89394 -0.52672 0.05 -0.01 0.07 -1.09
C -4.12354 -2.60224 1.22269 0.04 0.00 0.06 -1.37
H -3.24650 0.64713 4.89575 0.00 0.00 0.00 0.50
H -2.24359 -0.49890 4.00865 0.01 0.01 0.02 0.23
H -3.83021 -0.02736 3.37284 0.00 0.01 0.00 0.23
H -3.05690 2.29277 3.04575 0.01 0.00 -0.05 0.37
H -0.42218 1.28473 4.22541 0.00 0.00 -0.01 0.24
H -1.42029 2.62927 4.76076 0.00 -0.02 0.02 0.51
H -0.56095 2.75777 3.23059 -0.02 0.03 0.01 0.28
H 0.15939 -0.83632 2.95166 -0.06 -0.03 -0.02 0.89
H 0.77093 0.61606 2.14100 0.05 0.06 0.14 0.55
H 2.02200 -3.25308 2.76668 -0.01 0.06 -0.04 0.38
H 1.46792 -5.39414 0.66225 -0.01 -0.01 0.02 0.36
H 2.34604 -5.66839 2.17428 0.01 0.00 0.00 0.44
H 3.02246 -4.59928 0.93633 0.01 0.00 0.02 0.36
H -0.48853 -4.86341 2.10090 -0.01 0.03 -0.02 0.32
H -0.55586 -3.30413 2.93575 0.02 0.01 0.04 0.22
H 0.29391 -4.66894 3.67168 -0.01 -0.03 -0.01 0.42
H 3.90235 -1.86075 -0.03374 -0.06 -0.01 0.03 0.30
H 5.14667 -1.59811 2.75118 0.01 0.01 -0.02 0.36
H 5.93580 -2.32116 1.34538 0.00 -0.02 -0.01 0.44
H 4.50686 -3.09041 2.04093 0.01 -0.01 -0.02 0.32
H 4.77771 0.66827 1.42947 0.06 -0.04 0.02 0.32
H 4.11474 0.54870 -0.22068 -0.01 -0.01 -0.01 0.00
H 5.71491 -0.09521 0.13893 0.00 0.02 -0.02 0.51
H -3.46515 -1.11038 -0.17745 0.03 0.03 0.03 0.28
H -1.90595 -3.73331 0.03691 -0.01 0.00 0.01 0.18
H -1.49841 -2.39554 -1.05034 -0.02 0.01 -0.02 0.11
H -3.01108 -3.28435 -1.26802 0.01 -0.01 -0.01 0.53
H -3.68862 -3.35810 1.87740 0.00 -0.02 -0.03 0.27
H -4.84102 -3.09097 0.56437 -0.01 0.01 0.00 0.44
H -4.65742 -1.87445 1.83185 0.00 0.00 -0.01 0.35
O 3.07647 3.65086 0.70356 -0.03 -0.01 -0.01 -0.32
C 2.20155 2.91590 0.62629 -0.06 -0.08 -0.07 0.80
O 1.30433 2.16138 0.54957 0.09 0.19 0.02 -0.57
C 2.32778 4.29932 -2.40821 0.02 -0.03 -0.21 0.75
O 3.19256 5.04426 -2.26292 -0.02 0.00 0.00 -0.36
O 1.45115 3.53912 -2.54597 0.13 0.20 0.22 -0.36
C -3.87023 3.22084 -3.15684 0.02 -0.04 -0.02 -1.58
C -2.43446 3.51996 -3.61606 -0.05 0.14 0.15 1.98
C -2.27921 3.34047 -5.13339 0.05 -0.06 -0.01 -1.59
C -2.00066 4.93132 -3.17777 -0.02 -0.01 -0.03 -1.53
C -1.53398 2.57328 -2.95030 0.09 -0.31 -0.29 0.07
N -0.81916 1.80719 -2.49165 0.71 0.72 0.15 -0.51
H -4.53022 3.96031 -3.60850 0.00 0.00 0.00 0.41
H -3.96593 3.29120 -2.07340 -0.01 0.02 0.00 0.36
H -4.19192 2.23175 -3.48126 0.00 0.00 0.00 0.40
H -2.96285 4.03303 -5.62290 0.00 0.00 0.00 0.42
H -2.53203 2.32753 -5.44414 -0.02 0.00 0.00 0.41
H -1.26446 3.56558 -5.45923 0.00 0.00 0.00 0.40
H -2.65083 5.65065 -3.67431 0.00 0.00 0.00 0.43
H -0.97271 5.13918 -3.47212 0.00 0.00 0.00 0.35
H -2.10219 5.06381 -2.10063 0.00 0.00 -0.01 0.39
F 0.82696 -0.71298 -3.12559 -0.06 0.03 -0.09 -0.65
As 2.50186 -0.21299 -3.74948 -0.05 -0.06 -0.24 2.09
F 2.44715 0.76330 -2.09897 -0.62 0.63 -0.40 -0.84
F 1.68172 1.15457 -4.37147 0.04 -0.02 0.01 -0.44
F 4.02221 0.45033 -4.04696 -0.01 0.01 0.05 -0.42
F 2.30280 -1.13607 -5.13594 0.01 -0.01 0.02 -0.39
F 3.12674 -1.48138 -2.80459 -0.02 0.02 0.03 -0.42
```
Positions in Å, forces in eV/Å.

Properties
DFT total energy: -5229.4045 a.u.
Charge: +2
HOMO energy (spin up / spin down): -16.9868 / -16.9797 eV
Spin multiplicity: 2
HOMO-LUMO gap (spin up / spin down): 9.12 / 8.05 eV
ΔE to the lowest compared entry with this formula, charge and spin: 0.0000 eV

DFT (ωB97M-V/def2-TZVPD) results for a molecular structure, C20H39Cl2N6SbY at a distorted geometry.

```
69
Properties=species:S:1:pos:R:3:forces:R:3:mulliken_charge:R:1
Y -0.56827 0.36422 1.13137 0.39 -0.17 -1.90 0.37
C 1.17909 -2.70521 2.25657 0.31 -0.35 -1.10 -1.23
N -0.23093 -3.00032 2.15638 -1.43 0.90 -1.39 0.46
C -0.87767 -3.51646 3.35405 0.86 -0.01 1.27 -1.18
C -0.88318 -2.80926 0.94559 -0.03 -0.93 -0.27 0.14
N -0.58720 -1.68581 0.21688 0.33 0.55 1.59 0.37
C -0.50374 -1.65836 -1.19444 0.21 -0.22 -1.21 0.22
C -0.25783 -2.82241 -1.93801 -0.32 0.93 0.07 -0.55
C -0.32197 -2.75834 -3.31936 0.18 -0.65 0.03 -0.73
C -0.70868 -1.60630 -3.99268 0.07 0.06 0.26 -0.73
C -0.91286 -0.43771 -3.27348 0.33 0.66 0.41 -0.43
C -0.61956 -0.41807 -1.88817 -0.76 -1.21 -0.64 -0.08
N -0.55177 0.77738 -1.15335 -0.55 1.05 1.78 0.49
C -0.16347 1.93249 -1.76266 0.42 0.39 -0.38 -0.32
N -0.70262 3.14296 -1.41267 0.92 -1.33 -0.29 0.35
C 0.03048 4.39940 -1.45291 0.79 0.76 0.53 -0.92
C -2.00837 3.23231 -0.84336 -1.22 -0.22 0.77 -1.05
N 0.82051 1.91491 -2.68600 -0.71 -0.03 -0.19 0.53
C 0.72366 2.70964 -3.94302 0.80 0.77 0.46 -1.22
C 1.81185 0.83614 -2.70379 0.74 0.53 0.97 -1.04
N -1.77929 -3.72172 0.51530 0.31 1.39 0.05 0.18
C -1.76905 -5.12565 0.84310 0.35 -0.88 0.81 -1.12
C -2.78970 -3.37404 -0.48270 -0.48 0.20 0.62 -0.99
H 1.67336 -3.61749 2.58544 0.34 0.10 0.09 0.35
H 1.37727 -1.91120 2.95222 0.22 0.45 0.54 0.48
H 1.54372 -2.43391 1.24618 0.02 -0.19 0.68 0.28
H -0.65902 -2.81991 4.21570 -0.22 -0.51 -0.84 0.33
H -0.43228 -4.48477 3.67006 -0.49 0.41 -0.31 0.38
H -1.95341 -3.58769 3.24764 -0.08 -0.20 -0.19 0.40
H -0.04889 -3.76220 -1.43337 0.01 0.14 -0.12 0.57
H -0.09457 -3.68072 -3.83424 -0.06 0.12 -0.38 0.48
H -0.78575 -1.60890 -5.06810 -0.22 -0.03 -0.09 0.48
H -1.24225 0.50909 -3.77235 0.49 -0.98 0.43 0.43
H 1.07488 4.26983 -1.80138 -0.79 -0.03 0.15 0.28
H 0.07703 4.84068 -0.41512 -0.12 -0.47 -0.91 0.33
H -0.48891 5.13140 -2.08453 0.20 -0.21 0.04 0.32
H -2.55281 2.31174 -1.05022 -0.09 0.08 -0.15 0.31
H -2.58198 4.07301 -1.27138 0.35 -0.29 0.22 0.39
H -2.00239 3.34890 0.26675 0.14 0.22 -0.48 0.24
H -0.28953 3.10161 -4.13156 0.42 -0.27 0.31 0.39
H 1.01766 2.04525 -4.75220 -0.11 0.00 -0.10 0.43
H 1.45452 3.55801 -3.92115 -0.66 -0.65 -0.11 0.38
H 1.88202 0.34840 -1.71526 -0.26 0.19 -0.46 0.22
H 2.79031 1.30237 -2.85048 -0.08 -0.05 -0.26 0.48
H 1.64778 0.08949 -3.46315 -0.21 -0.16 -0.30 0.39
H -0.89827 -5.35455 1.46366 -0.08 -0.10 -0.31 0.37
H -1.76075 -5.74247 -0.07083 0.12 0.37 0.26 0.38
H -2.65267 -5.40671 1.42123 -0.05 0.08 -0.10 0.40
H -2.94694 -2.29154 -0.47151 0.06 -0.26 -0.34 0.25
H -3.72793 -3.85559 -0.18978 0.14 0.03 -0.01 0.44
H -2.49977 -3.75456 -1.45207 -0.02 0.16 -0.32 0.40
Cl -1.47592 0.71827 3.63772 -0.49 -0.38 0.35 -0.12
C -3.05417 -0.06625 3.12216 -0.05 1.71 -0.81 -0.20
Cl -3.42080 0.47199 1.36303 0.48 -0.43 1.28 -0.04
H -3.78765 0.43904 3.77269 0.08 -0.87 -0.38 0.41
H -2.92181 -1.13840 3.08759 -0.29 -0.05 0.40 0.23
C 3.51520 1.38908 3.34692 0.37 -0.12 -0.06 -1.26
Sb 2.16379 2.02085 1.78872 0.86 0.78 0.73 0.87
C 1.81735 3.93715 2.73531 0.21 -0.18 0.59 -1.25
C 3.62649 2.71726 0.37717 -0.01 0.11 0.00 -1.23
H 4.51322 1.81249 3.14529 -0.45 -0.10 -0.15 0.40
H 3.62024 0.30548 3.39922 -0.05 0.08 0.02 0.39
H 3.19946 1.78533 4.31748 -0.19 -0.14 -0.27 0.42
H 2.64221 4.64277 2.48722 -0.50 -0.67 0.24 0.40
H 1.75607 3.76365 3.84439 0.10 0.26 -1.11 0.40
H 0.88718 4.35462 2.38245 -0.27 0.27 0.02 0.35
H 4.01004 3.64246 0.84242 -0.12 -0.45 -0.32 0.45
H 3.22669 2.92601 -0.61721 -0.08 0.04 0.21 0.24
H 4.43258 1.99083 0.27458 -0.07 0.00 0.11 0.43
```
Positions in Å, forces in eV/Å.

Properties
DFT total energy: -2312.0586 a.u.
Charge: +3
HOMO energy: -15.9810 eV
HOMO-LUMO gap: 6.59 eV
ΔE to the lowest compared entry with this formula, charge and spin: 0.0000 eV